# 1
The following is a DFT calculation (wB97M-V/def2-TZVPD) of a structure of composition C32H28F4I2N6O2SV.

Structure (XYZ):
```
76
Properties=species:S:1:pos:R:3
V 15.66385 11.59796 10.18471
C 14.44119 12.14004 11.93038
C 15.50610 13.02047 11.90223
C 16.68983 12.31806 12.14564
C 16.38098 10.90687 12.21556
C 14.96948 10.82430 12.19790
C 14.17356 9.57782 12.27864
C 17.35815 9.77511 12.26990
C 18.02096 13.01881 12.27618
C 15.40452 14.49254 11.77164
C 12.90731 12.46977 11.89577
H 14.50555 8.95880 13.09698
H 14.32324 8.94487 11.35003
H 13.09420 9.83535 12.37069
H 18.24308 10.03555 12.83882
H 17.68429 9.48402 11.27661
H 16.98487 8.78962 12.65033
H 18.11465 13.35880 13.31387
H 18.02358 13.88667 11.57970
H 18.87542 12.38878 12.07313
H 15.43386 15.03619 12.74118
H 14.44904 14.86287 11.41396
H 16.17818 14.88644 11.15910
H 12.60881 12.67855 12.92364
H 12.39239 11.63072 11.45463
H 12.78014 13.34880 11.26271
I 19.20653 5.67218 12.28449
C 17.48461 6.11246 11.08915
I 15.73301 4.96467 11.44119
H 17.81474 5.94097 10.02383
H 17.23847 7.15164 11.11924
C 15.68296 9.13129 7.00745
C 16.44536 9.23478 8.37813
O 17.41817 8.55073 8.52973
O 15.94201 10.02053 9.28634
H 14.65248 8.88758 7.22935
H 16.17154 8.47191 6.33899
H 15.59758 10.10898 6.49671
F 12.12302 12.38279 4.11788
C 11.46753 11.76590 5.11049
C 10.34933 11.05153 4.83523
F 9.84586 11.04454 3.58932
C 9.67451 10.22635 5.80054
C 10.33447 10.31658 7.06273
C 11.42822 11.08093 7.36318
F 11.96405 11.05375 8.60182
C 12.05537 11.88616 6.40050
C 13.19368 12.71529 6.74666
C 13.81909 12.65807 7.99764
N 14.29423 12.61315 9.05393
C 13.83030 13.69136 5.85424
N 14.41933 14.48265 5.22416
F 9.78094 9.69694 8.10074
C 8.47931 9.52433 5.55552
C 7.77625 9.62075 4.35372
N 7.06766 9.62318 3.43763
C 7.82145 8.75170 6.54473
N 7.15813 8.15182 7.25055
N 16.84504 14.66678 8.15970
C 17.88965 14.00707 8.68168
S 17.70577 12.35453 8.75912
N 18.98463 14.67558 8.94580
C 20.23959 14.25806 9.57832
C 20.72494 15.09787 10.57028
C 21.88689 14.75562 11.24088
C 22.51640 13.54136 10.95909
C 22.03272 12.71984 9.96777
C 20.95520 13.16125 9.17942
H 16.03161 14.08454 8.00209
H 16.74804 15.66631 8.32053
H 19.02608 15.65010 8.73187
H 20.19227 15.99382 10.87336
H 22.23447 15.42281 11.99141
H 23.42609 13.26067 11.49363
H 22.58034 11.84166 9.64226
H 20.55099 12.55523 8.37966
```

Properties
* frontier orbital gap (spin up / spin down): 7.26 / 6.08 eV
* E_LUMO (spin up / spin down): -0.4 / -2.4 eV
* energy relative to the best compared isomer or geometry (same formula, charge and spin): 31.39 kcal per mole
* electronic energy: -110266.932 eV
* expectation value of S²: 3.8206
* multiplicity: 4

---

# 2
The following is a DFT calculation (wB97M-V/def2-TZVPD) of a cluster of 10 separate species, C34H46BClF2INO32P in total.

Structure (XYZ):
```
119
Properties=species:S:1:pos:R:3
O 4.56568 -4.90893 0.63237
C 3.54807 -4.95882 0.01068
F 2.58131 -5.82916 0.38240
N 3.14295 -4.23047 -1.10645
C 4.12658 -3.99889 -2.03801
O 4.22470 -3.11060 -2.83348
F 5.02184 -5.03975 -2.09819
B 2.18232 -2.96033 -0.75053
C 3.02073 -1.77582 -0.03166
C 2.11398 -0.70706 0.59841
C 2.54381 0.70915 0.26748
Cl 3.96285 1.22517 1.26174
O 1.45411 -2.47578 -1.91829
C 0.06216 -2.54322 -1.69311
C -0.09440 -3.54614 -0.53853
P -1.46943 -3.34409 0.73718
O -0.76774 -2.47593 1.94308
I -3.01355 -1.69664 -0.27579
O 1.11955 -3.51595 0.13865
H 3.67967 -1.32829 -0.78616
H 3.69401 -2.15531 0.74740
H 1.06271 -0.83761 0.32280
H 2.18060 -0.79727 1.68365
H 1.76628 1.44702 0.47359
H 2.85156 0.80808 -0.77297
H -0.31750 -1.54495 -1.43130
H -0.46525 -2.84907 -2.60104
H -0.30829 -4.52449 -0.99801
H -0.76589 -1.52697 1.75655
C 5.70590 -2.20950 5.63040
C 6.57285 -1.81350 4.44897
O 5.62268 -1.72673 3.39334
C 4.39682 -1.50492 3.92504
O 3.43259 -1.23132 3.30143
O 4.44241 -1.64602 5.28154
H 6.04822 -1.80122 6.57831
H 5.59648 -3.29219 5.71934
H 7.03910 -0.83507 4.58579
H 7.33677 -2.54651 4.20298
C -0.73401 -1.86758 -6.47000
C -1.85867 -2.86640 -6.67485
O -2.39781 -2.99046 -5.36093
C -2.08576 -1.86812 -4.65699
O -2.49782 -1.60419 -3.58190
O -1.20717 -1.10764 -5.36013
H -0.56948 -1.21658 -7.32500
H 0.20602 -2.34758 -6.19219
H -2.63593 -2.48519 -7.34138
H -1.52037 -3.83583 -7.03169
C 6.07070 3.84754 -1.99856
C 5.27373 4.77380 -2.89636
O 3.93835 4.58998 -2.40980
C 4.01370 4.15244 -1.12022
O 3.08106 4.08431 -0.39099
O 5.28103 3.83511 -0.80707
H 7.06785 4.21857 -1.77931
H 6.13294 2.83024 -2.38857
H 5.55659 5.82046 -2.76240
H 5.32946 4.51604 -3.95084
C -8.30625 -0.71152 -1.47144
C -7.70853 -1.16696 -0.15528
O -6.30675 -1.02315 -0.39495
C -6.12847 -0.10691 -1.37481
O -5.08711 0.36081 -1.69115
O -7.32062 0.20612 -1.95025
H -9.26335 -0.20793 -1.36317
H -8.40432 -1.52895 -2.18832
H -7.99070 -0.51955 0.67655
H -7.93938 -2.19619 0.10095
C -10.55302 0.14519 4.93005
C -9.07799 0.34964 5.22113
O -8.51298 -0.88472 4.75938
C -9.34142 -1.42698 3.85050
O -9.08004 -2.35676 3.15700
O -10.52169 -0.75876 3.81910
H -11.07233 1.05879 4.65439
H -11.08154 -0.33844 5.75406
H -8.63544 1.16726 4.65222
H -8.85639 0.48807 6.27549
C -4.98420 -0.78989 3.82480
C -4.01919 0.11062 3.08104
O -4.83966 1.26230 2.80490
C -5.82734 1.29993 3.70892
O -6.58921 2.21085 3.85314
O -5.86978 0.16761 4.43752
H -4.50619 -1.39250 4.59115
H -5.56262 -1.43586 3.16312
H -3.18370 0.42121 3.71168
H -3.62961 -0.31987 2.16249
C 5.48075 8.04827 1.76110
C 5.51985 6.68511 2.42598
O 6.14276 5.88137 1.42180
C 6.86548 6.68124 0.61472
O 7.62283 6.30186 -0.22039
O 6.60886 7.98444 0.88031
H 5.59530 8.87657 2.45472
H 4.57933 8.19665 1.16439
H 6.14503 6.67461 3.32060
H 4.53920 6.28373 2.66497
C 2.00511 7.51492 -2.50408
C 1.74990 7.29993 -3.98104
O 1.85350 8.63232 -4.50236
C 2.61048 9.36691 -3.65480
O 3.01731 10.45843 -3.88493
O 2.83941 8.68288 -2.51081
H 2.51691 6.68027 -2.03297
H 1.09265 7.73939 -1.94986
H 2.51550 6.67836 -4.44761
H 0.76983 6.88591 -4.19823
C -0.30960 -8.62807 -0.96794
C 0.48707 -7.53980 -1.66561
O -0.54462 -6.65078 -2.09612
C -1.62255 -6.81529 -1.29151
O -2.54542 -6.07570 -1.24840
O -1.46472 -7.91954 -0.51594
H 0.20839 -9.07215 -0.12210
H -0.62681 -9.41630 -1.65479
H 1.15307 -7.00235 -0.98785
H 1.05340 -7.89642 -2.52188
```

Properties
* frontier orbital gap: 7.27 eV
* E_LUMO: 1.9 eV
* electronic energy: -139044.541 eV
* total charge: -1

---

# 3
The following is a DFT calculation (wB97M-V/def2-TZVPD) of a cluster of 2 separate species, C5H7IS in total.

Structure (XYZ):
```
14
Properties=species:S:1:pos:R:3
C -0.95755 0.82213 -0.88111
C -0.82297 -0.82899 0.92421
C 0.13743 0.16610 1.37035
C -0.11071 -0.02451 -0.13651
C 0.97930 -0.72422 -0.97415
S -2.33313 1.45926 -1.26741
I 0.93923 3.69403 -1.00915
H -0.54484 -1.83416 0.88599
H -1.76997 -0.73504 1.32397
H -0.17857 1.12921 1.61704
H 1.09652 -0.22440 1.63206
H 0.47353 -0.94908 -1.96202
H 1.10838 -1.65320 -0.47684
H 1.98336 -0.29712 -1.04643
```

Properties
* frontier orbital gap (spin up / spin down): 6.13 / 4.89 eV
* E_LUMO (spin up / spin down): -1.7 / -2.3 eV
* energy relative to the best compared isomer or geometry (same formula, charge and spin): 65.83 kcal per mole
* electronic energy: -24230.604 eV

---

# 4
The following is a DFT calculation (wB97M-V/def2-TZVPD) of a structure of composition H18HeO9.

Structure (XYZ):
```
28
Properties=species:S:1:pos:R:3
He -0.64880 -0.31142 0.45033
O 2.77293 1.37117 1.91878
H 2.04452 1.88340 1.56765
H 2.39159 0.51566 2.11603
O -2.47645 -4.04920 0.26243
H -1.56624 -4.07367 0.55764
H -2.42166 -3.82226 -0.66586
O 1.60747 -1.00125 -1.93335
H 2.18761 -0.28573 -1.67316
H 0.73374 -0.61043 -1.94285
O -0.87317 0.67855 -1.83884
H -1.37955 0.81057 -1.03736
H -1.47612 0.23140 -2.43275
O -2.43123 1.85237 0.12123
H -3.20284 1.71050 0.66960
H -2.04139 2.65852 0.45943
O 0.26987 2.37112 1.55968
H -0.27282 2.47119 2.34180
H -0.31584 1.98390 0.90911
O -0.67934 3.02309 -3.12970
H -0.84366 2.30280 -2.52107
H -1.11848 3.77619 -2.73443
O 2.13056 -3.49279 -0.58365
H 1.92563 -2.60411 -0.87427
H 1.61509 -3.60915 0.21447
O 1.43221 -0.93568 2.53596
H 1.74737 -1.82294 2.36374
H 0.88901 -1.02179 3.31939
```

Properties
* frontier orbital gap: 9.73 eV
* E_LUMO: -0.5 eV
* energy relative to the best compared isomer or geometry (same formula, charge and spin): 20.49 kcal per mole
* electronic energy: -18798.505 eV

---

# 5
The following is a DFT calculation (wB97M-V/def2-TZVPD) of a cluster of 2 separate species, C4H8N2 in total.

Structure (XYZ):
```
14
Properties=species:S:1:pos:R:3
C -0.44784 1.29289 0.43719
N -0.18001 -0.11521 0.28869
C -1.21084 -0.88982 0.93109
C 1.35266 -0.41285 -1.78305
C 1.97547 -0.39546 -0.57540
N 2.13887 -0.33510 0.59704
H -1.40085 1.56432 -0.04692
H 0.35832 1.87832 -0.01620
H -0.54254 1.57324 1.49832
H -1.31421 -0.61489 1.99296
H -0.97941 -1.95614 0.85783
H -2.19079 -0.70339 0.46026
H 1.34394 0.47720 -2.40308
H 1.09723 -1.36310 -2.23872
```

Properties
* frontier orbital gap (spin up / spin down): 8.28 / 8.97 eV
* E_LUMO (spin up / spin down): -0.8 / 0.1 eV
* energy relative to the best compared isomer or geometry (same formula, charge and spin): 109.61 kcal per mole
* electronic energy: -7253.122 eV